ORCA calculation (ωB97M-V/def2-TZVPD) on 4 unconnected molecules or ions with the total composition C28H63F3N12O7P4S at a distorted geometry.

Output
- HOMO level (eV) = -8.04
- structure (SMILES) = O=NOCc1c([PH2]=O)cc(C[C@@H](O)C(F)(F)F)c2nsnc12.CN(C)P(=O)(N(C)C)N(C)C.CN(C)P(=O)(N(C)C)N(C)C.CN(C)P(=O)(N(C)C)N(C)C
- maximum force (hartree/bohr) = 0.145

Geometry as XYZ:
```
118
Properties=species:S:1:pos:R:3:forces:R:3:mulliken_charge:R:1
O 1.01360 -6.48387 0.08587 1.0488 2.3316 4.1955 -0.2928
N 1.21138 -5.74686 1.06699 -0.3853 -3.0405 -4.4366 0.1292
O 0.03230 -5.16699 1.41601 -0.9824 2.2444 0.1633 -0.0586
C 0.30047 -3.70625 1.63178 1.1388 0.5508 -0.0376 -0.5537
C 1.19603 -3.19223 0.35119 -0.0888 0.9199 -2.5859 0.1611
C 0.41009 -3.09725 -1.11739 4.8255 1.7771 1.6063 0.3653
P -1.45027 -3.55913 -1.29476 1.1727 -6.9095 -0.0148 0.5970
O -1.47656 -5.16447 -1.44286 -0.0892 5.1391 0.2281 -0.6244
C 1.27684 -2.63034 -2.42857 3.0368 0.1914 2.8927 -0.8799
C 2.90433 -2.25720 -2.35163 -3.7527 -1.0097 1.5313 0.5547
C 3.61529 -1.85939 -3.77434 -0.1802 -0.5398 0.4027 -0.8127
C 4.61011 -0.55759 -3.71569 1.3350 -0.0095 -0.7817 0.2101
O 5.83467 -0.93991 -4.49374 -0.8405 1.4806 1.2483 -0.5758
C 4.00699 0.77682 -4.50967 0.0234 0.8261 -1.3804 0.6739
F 4.42291 0.70930 -5.95862 -1.7617 0.5267 4.6058 -0.2776
F 2.52821 0.86783 -4.47597 4.8426 0.0898 -0.1044 -0.2328
F 4.63373 2.03960 -3.98954 -2.3427 -3.8462 -1.6460 -0.2611
C 3.63268 -2.35996 -0.88627 0.8485 -0.0275 1.5220 0.4409
N 5.08504 -2.06410 -0.58263 -5.1838 -1.8066 1.9233 -0.5458
S 5.31021 -2.38571 1.15019 -4.3839 -0.2460 -2.8320 0.1717
N 3.71536 -2.88224 1.72795 -0.8204 1.0732 -6.1811 -0.5419
C 2.81684 -2.82414 0.49789 0.9475 0.1129 -0.9014 0.4271
H -0.70859 -3.08754 1.64747 2.0106 -1.8172 0.0493 0.2333
H 0.85723 -3.63709 2.67053 -0.9440 0.2970 -2.3094 0.3049
H -2.07965 -3.03643 -2.48306 0.6550 0.6359 0.9034 0.0705
H -2.20751 -3.27463 -0.09324 0.5805 0.7421 -0.8464 0.0064
H 0.72416 -2.56989 -3.46029 1.3257 -0.0827 2.1795 0.0741
H 4.24498 -2.79843 -4.13719 -1.0791 2.1922 0.8387 0.3388
H 2.76625 -1.70329 -4.57490 1.6962 -0.2118 1.7447 0.2910
H 4.99496 -0.27107 -2.64752 -1.3716 -0.3776 -1.8952 0.2428
H 6.51818 -0.20338 -4.44051 -1.4403 -1.2256 0.0674 0.3346
C 0.89451 3.59647 -5.19063 0.2338 -0.0413 0.4216 -1.3694
N -0.29930 4.39956 -4.97539 -0.0924 -0.7022 -2.2463 0.3173
C -1.46437 3.68274 -5.50441 -0.1215 0.3961 0.2046 -1.2098
P -0.62181 5.21868 -3.51457 6.4418 -3.3307 -1.2512 0.7530
O -0.79159 3.89824 -2.72410 -3.1737 1.9831 0.9370 -0.9120
N 0.78158 5.71509 -2.69456 0.4096 0.3637 1.7872 0.2649
C 2.10901 5.86120 -3.26537 -0.0582 0.8825 -0.3524 -1.1278
C 0.90433 5.33617 -1.28468 -0.3831 -0.2366 -0.0227 -1.1234
N -0.42661 6.73672 -4.42334 -2.6920 1.0739 0.0874 0.0356
C -1.45298 7.69467 -3.99728 0.1524 0.6248 0.2876 -1.0949
C -0.23361 6.86408 -5.86615 -0.0330 -0.4197 -0.4923 -0.9646
H 0.92105 3.20571 -6.21316 -0.3411 -0.0077 0.0842 0.4752
H 0.96105 2.75507 -4.49347 0.0979 -0.0349 -0.0615 0.4528
H 1.79930 4.19492 -5.11581 -0.0109 0.0350 0.2155 0.2499
H -2.33170 4.35378 -5.54833 -0.0363 -0.0375 0.1125 0.3762
H -1.72956 2.82076 -4.88232 -0.0591 0.0188 0.0120 0.3223
H -1.29372 3.32915 -6.52517 0.2116 0.1365 0.0639 0.3342
H 2.64775 4.91040 -3.28536 -0.0003 -0.1233 0.0475 0.3743
H 2.70815 6.56576 -2.67665 -0.1249 -0.0724 0.0990 0.3863
H 2.09621 6.27713 -4.27527 -0.2108 -0.1657 0.0469 0.2830
H 1.25890 4.30515 -1.18010 -0.0212 -0.1261 0.1084 0.2779
H -0.06075 5.42739 -0.77470 0.1954 -0.1998 -0.1582 0.3278
H 1.59830 5.99329 -0.74914 0.0596 0.0886 -0.3287 0.4884
H -2.43697 7.41123 -4.38634 -0.0244 0.2491 -0.0326 0.3447
H -1.21867 8.71239 -4.32724 0.0050 -0.1596 -0.0480 0.3709
H -1.51808 7.72414 -2.90452 0.0386 -0.1430 0.0078 0.3437
H -1.09930 6.50702 -6.43368 0.1305 0.0244 -0.1576 0.3114
H 0.66480 6.33923 -6.20518 -0.3416 -0.1747 0.2269 0.2740
H -0.06679 7.91249 -6.14172 -0.2515 0.0998 0.4578 0.3910
C 5.40668 2.82296 2.68042 -0.0844 -0.3351 0.2361 -1.0579
N 4.17740 2.96240 1.91499 1.4355 1.8929 -0.5002 0.3314
C 4.50952 3.29878 0.52661 -0.4671 -0.0460 0.0461 -1.0399
P 2.86758 1.87812 2.04786 5.6537 -0.3680 4.5910 0.6294
O 3.67596 0.70852 1.43484 -3.1726 -0.0629 -2.1115 -0.7446
N 2.72287 1.17957 3.59040 -0.7250 -1.5052 0.6332 0.3216
C 3.30580 1.67991 4.82292 -0.7154 0.6367 0.2268 -1.0790
C 2.63388 -0.28114 3.65979 0.1233 -0.0656 -0.4186 -0.8227
N 1.93822 3.22274 2.75261 -1.9539 0.4482 -2.0390 0.0448
C 0.57243 3.20403 2.21701 -0.6098 -0.0606 0.3585 -1.1275
C 2.37811 4.61105 2.87216 0.5015 0.3159 -0.2376 -0.8475
H 6.08844 3.65507 2.47601 -0.1605 -0.0562 -0.3165 0.3981
H 5.92690 1.88426 2.46449 0.1533 -0.0469 0.0547 0.2259
H 5.22316 2.89195 3.74997 -0.1152 -0.1930 0.0113 0.3142
H 3.60691 3.61762 -0.01017 -0.0195 -0.1178 -0.0420 0.2045
H 4.94181 2.44532 -0.00730 -0.0376 -0.0130 -0.0565 0.2957
H 5.21532 4.13222 0.46907 -0.0501 -0.0221 0.2461 0.3251
H 4.34075 1.34998 4.94413 0.0865 -0.0971 -0.0414 0.3835
H 2.74245 1.31968 5.69174 -0.0086 -0.1102 -0.1414 0.3748
H 3.27488 2.76911 4.89861 0.0437 -0.0745 -0.2534 0.2544
H 3.62457 -0.74301 3.58995 -0.0431 -0.1363 -0.0585 0.2247
H 2.00927 -0.66912 2.84794 0.3248 0.0607 0.0717 0.1312
H 2.16597 -0.61306 4.59311 0.0647 0.3419 0.0525 0.4069
H 0.55735 3.54011 1.17453 -0.2216 0.0969 0.0799 0.3452
H -0.10169 3.83583 2.80517 0.1569 -0.0085 -0.0508 0.3805
H 0.16289 2.18893 2.25007 0.1362 -0.0574 -0.0275 0.3539
H 2.53131 5.08325 1.89617 0.0772 0.1504 0.1019 0.1451
H 3.29301 4.69911 3.46609 -0.0531 -0.2446 -0.3602 0.2926
H 1.63329 5.20612 3.41444 -0.3361 -0.3847 -0.1617 0.4352
C -4.14010 -5.05984 4.79201 0.1834 -0.2369 -0.2959 -1.0098
N -5.28809 -4.47767 4.11403 -0.1415 0.6424 2.3656 0.2756
C -5.43279 -3.07773 4.52671 -0.3045 -0.1394 -0.3165 -1.1438
P -5.62009 -4.72741 2.45984 5.3390 -4.0274 3.2829 0.6856
O -4.36049 -3.94644 2.01181 -2.6481 1.7849 -2.0959 -0.8720
N -5.08565 -6.23433 1.88372 0.3615 -0.4712 -1.4983 0.2862
C -4.76658 -7.40181 2.68647 -0.9256 -0.3855 0.0908 -1.0411
C -4.24759 -6.23438 0.68202 0.1944 0.4691 -0.0756 -0.9270
N -7.06819 -5.62525 2.97491 -2.1328 1.7583 -0.9079 0.0235
C -8.19257 -5.28026 2.09778 -0.3437 -0.4783 -0.4065 -1.0927
C -7.56270 -5.76035 4.34326 0.1489 0.2667 0.5484 -0.9803
H -4.15086 -4.81086 5.85825 -0.1390 0.2959 -0.1524 0.3906
H -3.19003 -4.72362 4.36453 0.1511 -0.0429 0.0571 0.2094
H -4.17405 -6.14658 4.77689 0.0350 -0.0070 -0.2319 0.2975
H -6.40514 -2.68720 4.20030 0.0565 0.0389 -0.1031 0.3448
H -4.64822 -2.44365 4.09927 -0.0353 0.0497 -0.0305 0.2743
H -5.40498 -2.97083 5.61477 0.0088 -0.2474 -0.0418 0.3419
H -3.74332 -7.36267 3.06869 0.1129 0.0652 -0.0478 0.3531
H -4.86004 -8.31796 2.09157 0.0487 0.1590 -0.0948 0.3898
H -5.44902 -7.54107 3.52785 0.0353 0.2547 -0.0311 0.2548
H -3.20460 -6.00498 0.92537 0.0616 0.0257 -0.1724 0.2707
H -4.60870 -5.49488 -0.04083 0.2104 -0.0888 0.2352 0.2187
H -4.27525 -7.20291 0.17077 -0.1267 -0.0050 0.3087 0.3820
H -8.55783 -4.26969 2.31061 -0.2286 -0.1063 -0.0333 0.3477
H -9.02106 -5.98867 2.20413 0.1182 0.0812 0.0870 0.3697
H -7.88224 -5.31260 1.04808 0.1406 0.0377 0.0451 0.3358
H -7.87156 -4.80019 4.76951 -0.0146 -0.1092 0.1729 0.3091
H -6.82273 -6.22823 4.99984 0.0549 0.3632 -0.2482 0.2876
H -8.42998 -6.43097 4.37531 -0.0456 0.1335 -0.5088 0.3953
```
Forces are in eV/Å.